Molecular formula: C12H14N2O
Method: DFT, wB97M-V/def2-TZVPD

Last column: Löwdin charge in e.
Element x y z (Å)
C 1.044 -0.711 1.481  -0.132
C -3.679 0.517 -0.173  -0.119
C -3.186 -0.058 1.010  -0.061
C -2.849 0.946 -1.156  -0.108
C -1.800 -0.277 1.153  -0.058
C -1.508 0.606 -1.050  -0.021
C -0.914 0.025 0.150  -0.153
C 0.665 -2.405 -1.047  -0.463
C 2.963 0.168 -0.402  -0.104
C 1.443 2.099 -0.108  -0.015
C 1.575 0.556 -0.516  -0.411
C 0.601 -0.186 0.368  -0.216
N 1.588 -1.216 2.487  0.185
N -0.044 -2.943 -0.288  0.234
O 1.214 -1.990 -1.978  0.159
H -4.780 0.486 -0.087  0.111
H -3.812 -0.539 1.675  0.075
H -3.373 1.348 -2.131  0.148
H -1.478 -0.615 2.105  0.100
H -0.883 0.967 -1.883  0.113
H 3.352 0.612 0.591  0.111
H 3.586 0.761 -1.118  0.102
H 3.307 -0.839 -0.568  0.075
H 2.088 2.173 0.774  0.083
H 0.470 2.199 0.161  0.026
H 1.745 2.748 -0.917  0.081
H 1.151 0.499 -1.531  0.121
H 2.051 -2.074 2.424  0.044
H -0.537 -2.858 0.577  0.090

Its net charge is 0. Its spin multiplicity is 1. As for the SMILES: CC(C)C(=C=N)c1ccccc1.N=C=O.


Molecular formula: C12H14N2Si
Method: DFT, wB97M-V/def2-TZVPD

Last column: Löwdin charge in e.
Element x y z (Å)
C -3.865 -1.451 0.362  -0.095
C 3.766 -1.411 -0.174  -0.079
C -3.629 -0.790 -0.763  -0.113
C -2.933 -1.316 1.452  -0.073
C 3.399 -0.537 -1.202  -0.118
C 3.030 -1.233 0.980  -0.083
C -2.464 -0.007 -0.970  -0.068
C -1.760 -0.598 1.264  -0.112
C 2.269 0.170 -1.238  -0.136
C 1.826 -0.433 1.006  -0.079
C -1.478 0.020 0.037  -0.237
C 1.376 0.204 -0.182  -0.254
N 0.214 2.571 1.095  -0.022
N -0.262 2.332 -1.567  -0.065
Si -0.094 1.285 -0.116  0.501
H -4.627 -2.239 0.604  0.120
H 4.604 -2.051 -0.241  0.089
H -4.159 -0.911 -1.584  0.053
H -3.142 -1.947 2.383  0.121
H 4.155 -0.473 -2.054  0.129
H 3.210 -1.657 1.975  0.099
H -2.297 0.275 -2.032  0.109
H -0.948 -0.656 1.965  0.079
H 1.998 0.664 -2.133  0.086
H 1.299 -0.434 1.967  0.089
H 1.150 2.558 1.410  0.004
H -0.429 2.816 1.798  0.004
H 0.262 3.235 -1.537  0.041
H -0.471 2.015 -2.504  0.009

Its net charge is 0. Its spin multiplicity is 1. As for the SMILES: N[Si](N)(c1ccccc1)c1ccccc1.


Molecular formula: C12H14N3O7PtS
Method: DFT, wB97M-V/def2-TZVPD

Last column: Löwdin charge in e.
Element x y z (Å)
Pt -1.252 -0.844 -1.156  1.152
C -1.047 0.005 3.483  -0.027
C -0.589 0.316 2.069  -0.399
O 0.169 -0.461 1.520  0.037
C -1.045 1.585 1.437  -0.087
C -1.562 2.576 2.282  -0.059
C -1.903 3.836 1.842  -0.111
C -1.745 4.131 0.489  -0.096
C -1.280 3.172 -0.380  -0.014
C -0.933 1.872 0.045  -0.312
O -0.551 1.061 -0.933  -0.307
H -0.736 -1.010 3.714  0.079
H -2.131 0.088 3.577  0.088
H -0.591 0.695 4.196  0.078
H -1.667 2.352 3.336  0.094
H -2.285 4.576 2.532  0.090
H -2.012 5.111 0.110  0.097
H -1.200 3.369 -1.441  0.116
C 4.294 -1.304 -0.809  -0.042
N 2.937 -1.767 -0.935  -0.101
C 2.566 -3.122 -1.264  -0.044
C 1.066 -2.977 -1.551  -0.457
O 0.347 -3.898 -1.814  0.101
N 0.745 -1.626 -1.469  0.051
C 1.858 -0.972 -1.134  -0.406
N 1.935 0.347 -1.046  0.219
H 4.912 -2.131 -0.465  0.089
H 4.369 -0.514 -0.060  0.083
H 4.703 -0.933 -1.755  0.093
H 2.732 -3.817 -0.440  0.133
H 3.075 -3.492 -2.158  0.133
H 1.020 0.844 -1.009  0.060
H 2.746 0.761 -0.623  0.099
O -2.769 -0.919 -3.214  -0.422
S -3.471 -1.567 -2.094  0.246
O -4.662 -2.292 -2.444  -0.331
O -3.664 -0.560 -0.995  -0.412
O -2.377 -2.491 -1.439  -0.512

Its net charge is -1. Its spin multiplicity is 1.


Molecular formula: C12H14NO2
Method: DFT, wB97M-V/def2-TZVPD

Last column: Löwdin charge in e.
Element x y z (Å)
C 3.935 -0.904 -2.169  -0.089
C 0.815 -0.561 -0.094  -0.157
C 2.237 -0.197 -0.374  -0.102
C 2.538 -0.806 -1.641  -0.254
C 1.389 -1.521 -2.093  -0.047
C 0.169 -0.111 1.049  -0.057
C 0.753 0.657 2.004  -0.069
C 2.156 0.901 1.736  -0.134
C 2.910 0.400 0.741  -0.069
N 0.347 -1.249 -1.228  0.083
H -0.934 -0.551 1.073  0.136
H 0.384 0.989 2.965  0.101
H -0.560 -1.462 -1.577  0.146
H 2.550 1.557 2.528  0.093
H 1.321 -1.683 -3.075  0.069
H 3.972 0.449 0.847  0.088
H 4.264 -2.074 -2.231  0.116
H 4.687 -0.534 -1.500  0.039
H 4.008 -0.484 -3.248  0.090
C -3.197 0.825 0.886  -0.226
C -4.171 1.710 0.187  -0.148
C -3.551 -0.697 0.904  -0.766
O -4.167 -1.165 -0.063  -0.078
O -3.120 -1.306 1.924  -0.116
H -2.150 0.999 0.651  0.072
H -3.265 1.003 1.927  0.077
H -5.128 1.124 -0.112  0.097
H -3.865 2.029 -0.790  0.036
H -4.326 2.663 0.775  0.070

Its net charge is -1. Its spin multiplicity is 1.


Molecular formula: C12H14NO2
Method: DFT, wB97M-V/def2-TZVPD

Last column: Löwdin charge in e.
Element x y z (Å)
C 4.030 0.208 -0.029  -0.061
C 3.577 -1.007 -0.503  -0.070
C 3.141 1.092 0.657  -0.047
C 2.233 -1.363 -0.297  -0.001
C 1.784 0.860 0.703  -0.055
C 1.310 -0.391 0.242  -0.203
C -2.270 -1.931 0.547  -0.088
C -0.853 -1.831 0.620  -0.033
C -3.016 -0.942 0.192  -0.040
C -0.095 -0.722 0.459  0.028
C -2.648 0.500 -0.195  -0.296
C -1.145 0.831 0.209  -0.333
N -0.616 1.611 -0.928  0.277
O -2.878 0.635 -1.539  0.000
O -1.101 1.645 1.299  0.029
H 5.059 0.574 -0.363  0.139
H 4.126 -1.849 -1.015  0.136
H 3.553 1.963 1.238  0.133
H 1.738 -2.152 -0.769  0.094
H 1.076 1.522 1.088  0.080
H -2.650 -2.892 0.678  0.106
H -0.279 -2.706 0.634  0.108
H -4.089 -1.180 -0.026  0.142
H -3.368 1.220 0.448  0.199
H -1.441 1.458 -1.545  0.139
H 0.180 1.050 -1.218  0.153
H -0.307 2.535 -0.786  0.165
H -3.411 -0.102 -1.872  0.138
H -1.638 1.366 2.072  0.158

Its net charge is +1. Its spin multiplicity is 3.


Molecular formula: C12H14NO2
Method: DFT, wB97M-V/def2-TZVPD

Last column: Löwdin charge in e.
Element x y z (Å)
C 2.945 2.371 2.105  0.020
C 3.434 1.507 1.142  -0.012
C 1.572 2.482 2.339  0.038
C 2.611 0.805 0.232  0.036
C 0.732 1.625 1.580  -0.063
C 1.263 0.880 0.470  -0.072
C -0.669 1.779 1.652  -0.126
C 0.190 0.571 -0.476  -0.220
C -2.573 -1.940 -0.057  -0.022
C -1.861 -0.884 -2.276  -0.037
C -0.341 -2.480 -1.060  -0.040
C -1.379 -1.359 -0.890  -0.603
N -0.670 -0.494 -0.003  0.111
O -1.586 2.260 2.156  0.280
O -1.015 0.972 0.015  0.051
H 3.667 2.842 2.779  0.145
H 4.484 1.453 1.058  0.115
H 1.044 3.249 3.010  0.168
H 3.037 0.699 -0.763  0.143
H 0.137 0.603 -1.573  0.179
H -3.443 -1.204 -0.089  0.104
H -3.027 -2.816 -0.572  0.098
H -2.283 -2.133 0.982  0.089
H -2.737 -0.248 -2.242  0.079
H -2.156 -1.784 -3.006  0.148
H -1.165 -0.429 -2.980  0.070
H 0.413 -2.222 -1.874  0.105
H 0.191 -2.764 -0.094  0.118
H -0.815 -3.341 -1.563  0.096

Its net charge is +1. Its spin multiplicity is 3.


Going through the records in order, we get E values of -17695.991, -23529.540, -45557.780, -18255.924, -18243.581, -18241.681 eV.
Going through the records in order, we get relative energy (zero: lowest compared OMol25 entry of this formula, charge and spin) values of 89.5, 0.0, 0.0, 62.8, 0.0, 43.8 kcal per mole.